1.
This record from the OMol25 dataset describes a cluster of 2 separate species, C3H7NO2 in total. The level of theory is ωB97M-V/def2-TZVPD.

```
13
Properties=species:S:1:pos:R:3:lowdin_charge:R:1
C -1.416 -0.328 0.310 -0.089
C -1.062 1.074 -0.139 -0.297
O -0.772 1.965 0.641 0.003
H -1.465 -0.951 -0.578 0.068
H -0.902 -0.567 1.267 0.097
H -2.466 -0.460 0.631 0.085
H -0.492 1.139 -1.096 0.120
N 1.409 -0.321 0.746 0.121
C 1.269 -1.098 -0.419 -0.394
O 0.501 -1.128 -1.342 -0.011
H 2.157 -0.665 1.315 0.090
H 0.987 0.585 0.818 0.062
H 1.966 -2.048 -0.412 0.146
```

Calculated values
LUMO level: 0.0238 Eh
Highest occupied orbital energy: -9.7 eV
Frontier orbital gap: 10.38 eV
SMILES string: CC=O.NC=O
Calculated total energy: -8807.9594 eV

2.
This record from the OMol25 dataset describes the molecule C3H7NO2. The level of theory is ωB97M-V/def2-TZVPD.

```
13
Properties=species:S:1:pos:R:3:lowdin_charge:R:1
C -1.276 1.482 -0.075 0.052
C -0.713 0.314 -0.391 -0.496
N -1.331 -0.930 -0.471 0.126
O 0.615 0.274 -0.756 -0.047
C 1.501 -0.036 0.291 -0.276
O 1.584 -1.413 0.539 -0.023
H -2.317 1.553 0.219 0.054
H -0.691 2.391 -0.152 0.060
H -2.259 -0.947 -0.070 0.095
H -0.745 -1.674 -0.109 0.084
H 2.467 0.379 -0.018 0.134
H 1.162 0.425 1.225 0.137
H 2.005 -1.818 -0.232 0.101
```

Calculated values
LUMO level: 0.0311 Eh
Highest occupied orbital energy: -8.4 eV
Frontier orbital gap: 9.28 eV
SMILES string: C=C(N)OCO
Calculated total energy: -8808.7016 eV

3.
This record from the OMol25 dataset describes the molecule C3H7NO2. The level of theory is ωB97M-V/def2-TZVPD.

```
13
Properties=species:S:1:pos:R:3:lowdin_charge:R:1
C 0.188 1.766 -0.078 -0.473
C -0.482 0.465 0.284 -0.040
C -0.103 -1.967 0.476 -0.049
N 0.272 -0.605 0.156 -0.010
O -0.745 1.561 -1.299 -0.128
O 1.377 1.599 -0.674 -0.187
H 0.362 1.410 -1.705 0.181
H -0.053 2.654 0.520 0.140
H -1.454 0.414 0.764 0.149
H 1.238 -0.331 -0.085 0.151
H 0.485 -2.338 1.318 0.089
H -1.163 -2.025 0.718 0.089
H 0.077 -2.602 -0.393 0.088
```

Calculated values
LUMO level: 0.0241 Eh
Highest occupied orbital energy: -9.2 eV
Frontier orbital gap: 9.82 eV
Calculated total energy: -8806.4835 eV

4.
This record from the OMol25 dataset describes the ion C3H7NO2P with charge -1. The level of theory is ωB97M-V/def2-TZVPD.

```
14
Properties=species:S:1:pos:R:3:lowdin_charge:R:1
H 1.233 1.737 -1.525 0.008
N 0.589 1.810 -0.727 0.057
C 0.316 0.652 -0.295 -0.539
C -0.608 0.486 0.873 -0.291
C -1.798 -0.377 0.473 -0.152
P 0.964 -0.927 -1.151 0.548
O 2.078 -0.433 -2.025 -0.575
O 1.795 -1.496 0.250 -0.379
H -0.050 -0.023 1.665 0.091
H -0.932 1.467 1.237 0.089
H -2.375 0.115 -0.309 0.067
H -1.430 -1.323 0.086 0.022
H -2.451 -0.565 1.327 0.055
H 2.671 -1.122 0.120 -0.001
```

Calculated values
LUMO level: 0.1534 Eh
Highest occupied orbital energy: -2.8 eV
Frontier orbital gap: 7.01 eV
Net charge: -1
SMILES string: [H]/N=C(/CC)P([O-])O
Calculated total energy: -18100.5116 eV

Q: Which of these has the lowest highest occupied orbital energy?
A: number 1

Q: The highest frontier orbital gap belongs to which entry?
A: number 1

Q: Look up the highest occupied orbital energy of the first one.
A: -9.7 eV